Computed, not measured: a 3-piece molecular cluster, C35H64BrF3N3O8S2 overall in a non-equilibrium geometry, with ωB97M-V with the def2-TZVPD basis set.

Structure (XYZ):
```
116
Properties=species:S:1:pos:R:3:forces:R:3
C 5.586938 -4.319881 -0.066272 -0.1 -0.1 0.6
C 5.036559 -3.660423 1.216574 0.5 0.3 -0.3
C 4.395220 -2.279163 1.020022 -0.1 -0.3 0.2
C 3.332102 -2.210541 -0.102325 0.4 -0.2 0.5
N 1.987329 -1.758072 0.274310 0.9 0.6 0.6
C 1.339358 -2.560369 1.314240 -0.5 -0.3 -0.9
C 0.661832 -3.803834 0.671339 0.0 0.4 1.4
C -0.856056 -3.563169 0.550189 -0.1 -0.4 -0.4
C -1.530894 -4.151621 -0.725870 1.1 -0.3 1.2
N -2.117033 -3.103456 -1.622155 0.3 0.0 0.1
C -1.408602 -2.965831 -2.937589 0.5 0.6 -0.1
Br 0.488478 -2.606596 -2.676369 -0.3 -0.2 0.1
C -1.957895 -1.760350 -3.663502 0.1 0.4 -0.5
N -3.401028 -1.816250 -3.874476 0.5 -0.7 0.6
C -4.107205 -1.970961 -2.575355 1.2 1.9 -0.6
C -3.963869 -0.636535 -1.751375 -1.5 -0.7 0.3
C -5.335393 -0.166464 -1.167063 0.7 -0.4 0.9
C -5.120907 0.273926 0.293853 -0.6 0.7 -0.3
C -6.092970 1.347756 0.801282 0.6 0.2 0.8
C -5.329817 2.307080 1.712085 -0.9 0.3 0.3
O -4.654468 1.585381 2.718368 0.2 0.4 -0.5
C -3.432808 2.176715 3.155062 0.8 -1.1 0.1
C -2.296071 1.198592 2.809275 -0.6 0.0 0.0
C -3.612719 -3.203947 -1.808484 -1.6 -0.6 -0.1
C -4.324107 -3.196410 -0.437480 1.0 0.0 -0.1
C -3.968096 -4.571593 -2.471380 -0.3 -0.1 0.0
C -5.203682 -4.579383 -3.387236 1.0 -0.4 0.0
O -4.916023 -4.180428 -4.697156 -0.3 0.2 -0.1
C -5.798108 -5.997464 -3.500437 -0.9 1.3 -0.3
F -5.174909 -6.738195 -4.381786 0.9 -0.8 -0.2
F -5.877748 -6.617492 -2.330171 0.3 -0.5 0.7
F -7.052309 -5.856961 -3.942028 -0.6 0.0 -0.2
C 1.844705 -0.365245 0.474406 -0.6 0.3 -0.7
S 0.552903 0.379259 -0.186081 -0.1 -0.1 0.3
S 2.941816 0.642080 1.494750 0.4 0.0 0.0
C 4.199272 1.266041 0.308883 0.1 0.0 -0.8
C 3.687180 1.457186 -1.112084 0.2 0.3 -0.9
C 4.651039 2.304034 -1.962576 -0.2 -0.1 0.4
H 5.067079 -4.016044 -0.972959 0.0 0.0 0.0
H 5.501924 -5.400686 0.038212 0.1 -0.1 -0.2
H 6.644451 -4.086300 -0.175461 0.0 0.1 -0.2
H 5.892907 -3.509859 1.875323 -0.1 -0.1 0.2
H 4.378951 -4.331451 1.770104 -0.3 0.0 -0.2
H 5.184710 -1.546585 0.865660 0.0 0.1 -0.2
H 3.942178 -1.995067 1.967505 0.0 0.1 0.0
H 3.695639 -1.587544 -0.918378 -0.2 0.1 -0.1
H 3.222185 -3.214918 -0.517835 -0.2 0.0 -0.1
H 1.989853 -2.846078 2.145074 0.3 0.1 -0.2
H 0.569847 -1.916484 1.735697 -0.1 -0.1 0.2
H 0.820977 -4.610912 1.388771 -0.1 -0.3 -0.2
H 1.131814 -4.100611 -0.260038 0.1 0.2 -0.1
H -1.322452 -4.061559 1.397377 -0.2 0.2 0.1
H -1.059936 -2.495894 0.680223 -0.1 0.0 -0.3
H -2.244194 -4.890038 -0.380616 -0.5 0.2 -0.5
H -0.764258 -4.699596 -1.264482 -0.1 0.1 -0.4
H -1.957505 -2.205074 -1.144921 0.0 0.0 0.0
H -1.444629 -3.886219 -3.504970 -0.3 -0.2 0.1
H -1.623516 -0.849269 -3.145794 0.0 -0.1 0.3
H -1.453219 -1.731724 -4.628111 0.0 0.0 -0.1
H -3.655828 -0.901164 -4.230375 -0.2 -0.2 -0.3
H -5.160269 -2.034530 -2.820494 -0.1 -0.5 0.1
H -3.614441 0.175875 -2.384757 0.4 -0.1 0.0
H -3.322389 -0.757055 -0.877610 0.4 0.2 -0.2
H -5.780938 0.617908 -1.774840 0.1 0.1 0.0
H -6.043491 -0.993284 -1.122010 -0.1 0.0 -0.4
H -4.112790 0.671292 0.437601 0.1 0.0 -0.2
H -5.193779 -0.584320 0.959584 0.1 -0.1 0.0
H -6.881711 0.927248 1.423089 -0.2 -0.2 -0.3
H -6.542670 1.954030 0.014517 -0.1 -0.2 -0.2
H -6.055334 2.971240 2.199705 0.1 0.2 -0.1
H -4.666337 2.939730 1.111695 0.3 -0.2 0.1
H -3.231698 3.152648 2.714313 -0.3 0.1 -0.1
H -3.439663 2.298905 4.227498 -0.4 0.1 0.1
H -2.707676 0.199514 2.962003 0.1 -0.1 0.1
H -1.439229 1.317848 3.466571 0.2 0.2 -0.1
H -2.011993 1.276712 1.758300 0.2 0.0 0.0
H -4.168796 -4.134259 0.089948 -0.1 -0.1 0.0
H -3.934774 -2.406965 0.201194 -0.3 0.2 0.1
H -5.381314 -3.057626 -0.628868 -0.2 0.0 0.2
H -4.203451 -5.256888 -1.659476 0.2 -0.1 0.0
H -3.142350 -5.036289 -3.015790 0.0 0.1 -0.1
H -6.005324 -3.968256 -2.968115 -0.1 0.0 0.0
H -3.974910 -3.994522 -4.787950 -0.2 0.2 0.0
H 5.046066 0.582233 0.265365 0.0 -0.2 0.2
H 4.592908 2.232551 0.649503 -0.5 -0.3 0.4
H 3.584965 0.508231 -1.644935 -0.2 -0.2 0.3
H 2.714882 1.944515 -1.168073 -0.1 0.0 0.4
H 4.175823 2.607906 -2.894115 0.0 0.0 0.0
H 5.553668 1.750315 -2.214595 0.2 0.0 0.1
H 4.904425 3.194584 -1.398116 0.2 0.1 -0.2
C 8.675887 5.803930 -0.792483 0.0 -0.4 -0.2
C 7.193073 6.082288 -0.719188 0.6 0.1 0.0
C 6.788251 6.980839 0.424010 0.0 0.3 0.0
O 5.456727 6.532041 0.707556 0.0 -0.2 0.0
C 5.380880 5.234383 0.330911 0.0 0.1 0.0
O 4.489355 4.498681 0.624940 0.1 0.1 0.0
O 6.453532 4.883872 -0.419222 -0.3 0.1 0.2
H 8.986707 5.149371 0.022505 0.0 0.1 0.1
H 8.921889 5.290860 -1.722204 0.0 0.1 0.0
H 9.251209 6.728772 -0.749531 -0.1 0.0 0.0
H 6.831688 6.472731 -1.673599 -0.1 0.0 0.0
H 6.790318 8.033858 0.153177 -0.2 0.0 0.0
H 7.401395 6.839525 1.317261 0.1 -0.1 -0.1
C 1.582359 4.383770 3.278490 -0.1 -0.4 -0.2
C 0.189956 4.955955 3.409247 0.7 -0.1 0.0
C 0.065463 6.056024 4.436358 0.0 0.2 0.0
O -1.293474 5.920022 4.868453 0.0 -0.2 0.0
C -1.645818 4.622538 4.689128 0.0 0.0 0.1
O -2.623785 4.117246 5.138666 0.2 0.3 0.1
O -0.727006 3.974878 3.924545 -0.3 0.2 0.1
H 1.839262 3.790226 4.156656 0.0 0.1 0.1
H 1.642558 3.717601 2.417236 0.1 0.0 0.0
H 2.321571 5.174785 3.150793 0.0 0.0 0.0
H -0.178687 5.285260 2.434271 -0.1 0.0 0.0
H 0.238718 7.044413 4.017108 -0.2 0.0 0.1
H 0.721572 5.912495 5.298376 0.0 -0.1 -0.1
```
Forces are in eV/Å.

The calculated total energy comes out at -158041.82828 eV. As for the HOMO energy: -10.2231 eV. The spin multiplicity is 1. As for the total charge: +1. For the HOMO-LUMO gap, the calculation gives 7.51 eV.


Computed, not measured: C35H65BN11O5PRbS3 as an isolated structure in a non-equilibrium geometry, with ωB97M-V with the def2-TZVPD basis set.

Structure (XYZ):
```
122
Properties=species:S:1:pos:R:3:forces:R:3
Rb -0.084024 0.109491 -0.650715 -0.4 -0.2 0.0
C 1.569650 -4.146399 2.759475 0.1 0.1 -0.1
C 1.582917 -2.621087 2.886947 0.0 0.0 0.1
C 2.736687 -2.172570 3.799000 0.0 0.0 -0.1
C 0.269760 -2.107940 3.405516 -0.1 0.0 0.0
C -0.407777 -2.510000 4.576920 0.1 0.0 0.0
C -1.522963 -1.706109 4.612083 0.1 0.1 -0.1
N -1.498712 -0.890172 3.537635 0.0 0.0 0.0
N -0.398968 -1.140388 2.779303 -0.1 -0.1 0.3
B -2.659420 0.089051 3.201974 0.1 0.0 -0.3
N -3.460787 -0.373016 1.968969 -0.1 0.0 0.1
C -4.758784 -0.750404 1.988529 0.1 0.0 -0.1
C -5.118704 -1.113685 0.709338 0.1 0.1 -0.1
C -3.942700 -0.915893 -0.055371 0.0 0.0 0.1
N -2.958925 -0.469586 0.717532 0.0 0.0 0.0
C -3.742246 -1.137865 -1.528913 -0.3 0.1 0.1
C -4.169307 -2.546508 -1.943550 0.1 0.0 0.0
C -4.488838 -0.075416 -2.345967 0.1 0.0 -0.1
N -2.231635 1.581851 3.084854 0.0 0.0 0.1
C -2.760516 2.555842 3.853721 0.1 -0.1 -0.1
C -2.253442 3.764986 3.434993 0.0 0.1 -0.1
C -1.397137 3.429152 2.363066 0.0 0.0 0.2
N -1.386360 2.112197 2.163441 -0.2 0.1 0.2
C -0.578569 4.382036 1.531014 -0.1 -0.1 -0.1
C -1.490027 5.379002 0.803833 0.0 0.0 0.0
C 0.303805 3.650074 0.527687 0.1 -0.1 0.2
H 2.497179 -4.495771 2.294405 -0.1 0.0 0.0
H 1.477594 -4.609799 3.748154 0.0 0.0 -0.1
H 0.731322 -4.478525 2.144955 0.0 0.0 0.0
H 1.742052 -2.192835 1.893858 0.0 0.0 0.0
H 2.605151 -2.586609 4.803827 0.0 0.0 0.0
H 3.696761 -2.520815 3.401288 -0.1 0.0 0.0
H 2.772714 -1.081198 3.885463 0.0 -0.1 0.0
H -0.122738 -3.268922 5.291970 0.0 0.1 -0.1
H -2.331461 -1.656730 5.326803 0.0 0.0 -0.1
H -3.416844 0.041321 4.146612 0.0 0.0 0.0
H -5.329953 -0.743263 2.906989 0.1 0.0 -0.1
H -6.084493 -1.466363 0.375697 0.1 0.0 0.0
H -2.684847 -1.042316 -1.745268 0.3 0.0 0.0
H -5.237890 -2.700106 -1.747974 0.1 0.0 0.0
H -3.984756 -2.694610 -3.012964 0.0 0.0 0.1
H -3.598773 -3.305248 -1.399459 -0.1 0.1 -0.1
H -5.561259 -0.106236 -2.122033 0.0 0.0 0.0
H -4.115658 0.927001 -2.119119 0.0 -0.1 0.0
H -4.344309 -0.251642 -3.417849 0.0 0.0 0.1
H -3.457525 2.320158 4.646708 0.1 0.0 -0.1
H -2.469360 4.746742 3.833464 0.0 -0.1 0.0
H 0.056746 4.948697 2.219699 0.1 0.0 0.0
H -2.126325 4.846984 0.087385 0.1 0.1 0.1
H -2.133626 5.916480 1.505309 0.0 0.0 0.0
H -0.892283 6.112410 0.250090 -0.1 -0.1 0.1
H -0.320890 3.115468 -0.188591 0.1 0.0 -0.1
H 0.915626 4.361650 -0.040315 -0.1 -0.2 0.2
H 0.951658 2.920701 1.020936 -0.1 0.1 -0.1
O -1.204127 -0.889607 -3.906701 -0.2 -0.3 -0.2
C -0.861119 -2.186324 -4.379728 0.1 0.1 0.3
C -0.631892 -3.211528 -3.288789 0.0 -0.1 0.4
C -0.955514 -4.523605 -3.511118 0.0 -0.2 0.3
C -0.727918 -5.516199 -2.493065 0.1 0.1 0.0
C -0.162338 -5.038983 -1.274099 -0.1 0.0 -0.4
C 0.125483 -3.707242 -1.132809 0.0 0.1 -0.3
N -0.085384 -2.741661 -2.115321 0.2 0.1 0.1
H -0.382406 -0.444406 -3.675150 0.1 0.2 0.0
H 0.025803 -2.117352 -5.021362 0.0 0.1 0.0
H -1.684687 -2.521767 -5.008723 -0.1 0.0 -0.1
H -1.401834 -4.803779 -4.463885 0.0 0.0 0.1
H -0.985181 -6.559016 -2.639392 0.0 0.1 0.0
H 0.033336 -5.720409 -0.449962 0.0 0.1 0.0
H 0.558043 -3.340675 -0.202023 0.0 0.0 -0.1
C 1.504186 5.166899 -6.751434 0.0 0.0 0.1
C 1.516919 3.889650 -5.933547 -0.1 0.1 0.1
O 0.362255 3.893088 -5.096012 0.1 -0.1 0.1
P 0.377846 3.094241 -3.659415 0.1 0.5 0.0
S -1.446118 3.193751 -2.962327 0.1 -0.2 0.0
S 1.406130 1.426255 -3.809683 -0.1 -0.2 0.0
O 1.374264 4.074750 -2.790571 -0.1 0.2 0.0
C 0.928326 5.378860 -2.413114 0.2 -0.1 -0.2
C 2.136106 6.142599 -1.912488 0.1 0.0 0.0
H 2.331130 5.159390 -7.469432 -0.1 0.0 0.0
H 1.613804 6.037223 -6.098133 0.0 0.0 -0.1
H 0.560559 5.259394 -7.292682 0.1 0.0 0.0
H 2.427696 3.827924 -5.337702 0.1 0.0 0.1
H 1.491814 3.013386 -6.581530 0.0 -0.1 0.0
H 0.164438 5.298941 -1.642219 -0.1 0.0 -0.1
H 0.476608 5.889558 -3.265702 0.0 0.0 -0.1
H 2.561070 5.655573 -1.027962 0.0 0.1 -0.1
H 1.849511 7.164784 -1.648834 0.0 0.0 0.0
H 2.909998 6.179423 -2.685733 -0.1 0.0 0.1
O 1.432127 1.266641 2.980346 0.0 0.2 0.1
H 1.252226 0.323415 2.880979 -0.1 -0.1 0.0
H 0.553543 1.637138 2.772827 0.2 -0.1 0.0
C 4.720265 3.294304 1.592534 -0.1 -0.1 0.0
N 3.648209 2.763255 0.785133 0.2 0.0 0.0
C 3.364399 1.441134 0.587369 -0.4 0.1 0.0
N 4.266617 0.541676 1.108862 0.0 -0.1 -0.2
O 2.394360 1.109769 -0.090391 0.7 -0.1 0.2
H 4.982612 4.288254 1.231872 0.0 0.0 0.0
H 5.605366 2.663758 1.497650 0.0 0.0 0.0
H 4.461185 3.371179 2.654740 0.0 0.0 0.0
H 2.903088 3.377373 0.508662 -0.1 0.0 -0.1
H 4.639491 0.717973 2.030133 -0.1 0.0 -0.1
H 4.029859 -0.435408 0.909980 0.1 0.2 0.2
C 2.906700 -1.875089 -4.963014 -0.1 -0.1 0.1
C 3.859017 -2.371004 -3.881480 -0.3 0.5 -0.2
N 3.361266 -2.102093 -2.527918 -0.8 -0.9 -0.3
C 4.181500 -1.753599 -1.533225 0.1 -0.4 -0.1
S 4.190041 -2.549700 -0.054486 -0.1 0.0 0.3
N 5.066409 -0.786500 -1.834740 0.3 0.9 0.2
C 4.675496 0.370825 -2.666833 0.3 -0.1 -0.1
C 5.889078 0.982913 -3.347419 0.0 -0.1 0.0
H 3.352300 -2.001978 -5.954753 0.0 0.0 0.1
H 2.663107 -0.821226 -4.814309 0.0 -0.1 -0.1
H 1.970356 -2.439534 -4.927159 0.2 0.1 0.0
H 4.833615 -1.899205 -3.979081 0.1 0.0 0.0
H 4.006491 -3.442747 -3.989593 0.1 -0.3 0.0
H 2.601746 -2.707847 -2.221944 0.0 0.1 -0.2
H 5.564101 -0.526051 -0.998036 0.3 0.1 0.0
H 4.174625 1.122760 -2.061176 -0.1 0.0 0.2
H 3.950469 0.047820 -3.403685 0.0 0.0 0.0
H 6.611267 1.340154 -2.605169 0.0 0.0 -0.1
H 5.577707 1.833765 -3.958599 0.0 -0.1 0.1
H 6.391862 0.251875 -3.988882 0.0 0.1 0.0
```
Forces are in eV/Å.

The calculated total energy comes out at -107114.08290 eV. As for the HOMO energy (alpha / beta): 1.2419 / -3.0997 eV. The spin multiplicity is 2. As for the total charge: -2. For the HOMO-LUMO gap (alpha / beta), the calculation gives 2.25 / 6.59 eV.